No. 1
Density functional theory data (wB97M-V/def2-TZVPD) for a 2-piece molecular cluster, C7H12O2 overall in a non-equilibrium geometry.

Geometry (Å):
O: 0.35497 -0.70123 1.33956
O: -2.59526 -1.00796 0.94602
C: -1.13238 0.88510 -0.01409
C: 1.95125 0.28382 -0.20846
C: -0.63871 2.15750 0.54539
C: 0.63012 -0.42391 -0.05524
C: -2.23609 -0.00485 0.11813
C: -1.65821 0.21850 -1.10425
C: 0.56651 -1.70846 -0.84983
H: 0.69103 -1.51335 -1.91682
H: -1.55729 0.02206 -2.15505
H: 0.01866 2.67349 -0.15178
H: -0.09378 1.94271 1.46525
H: 2.12013 0.56162 -1.25005
H: 1.36648 -2.40483 -0.54368
H: 2.00557 1.18567 0.40249
H: -1.81707 -1.18687 1.50860
H: 1.10789 -1.18008 1.72603
H: 2.79147 -0.36278 0.10533
H: -1.49395 2.79181 0.79316
H: -0.38135 -2.22794 -0.70069

Summary:
HOMO energy (alpha / beta) ... -0.24828 / -0.24831 Ha
LUMO (alpha / beta) ... 0.80 / 0.80 eV
Kohn-Sham gap (alpha / beta) ... 7.5605 / 7.5609 eV


No. 2
Density functional theory data (wB97M-V/def2-TZVPD) for one molecule with the formula C5H8O.

Geometry (Å):
O: 0.87150 -1.12113 -1.42889
C: -0.40006 0.83570 -0.91280
C: -0.00710 -0.82351 0.87078
C: -0.23694 -0.68223 -0.65885
C: 0.23107 0.58590 1.34275
C: 0.01652 1.48010 0.38291
H: -1.14531 -1.22967 -0.95652
H: 1.22845 -1.92883 -1.03401
H: 0.23489 1.15618 -1.74626
H: -0.87761 -1.26925 1.37222
H: 0.53853 0.82216 2.35638
H: 0.85247 -1.47029 1.09566
H: 0.12508 2.55469 0.50279
H: -1.43149 1.09017 -1.18616

Summary:
HOMO energy ... -0.34075 Ha
LUMO ... 1.04 eV
Kohn-Sham gap ... 10.3134 eV


No. 3
Density functional theory data (wB97M-V/def2-TZVPD) for one molecule with the formula C2H2FN3 in a non-equilibrium geometry.

Geometry (Å):
F: -1.59646 0.06825 0.15784
N: 0.62818 -0.80226 -0.61625
N: 0.85093 2.06515 1.49974
N: 0.18431 -1.74708 -0.02049
C: -0.44119 0.60274 -0.22977
C: 0.31120 1.43492 0.68446
H: -0.70302 0.92209 -1.19936
H: 0.76605 -2.54381 -0.27616

Summary:
HOMO energy ... -0.35647 Ha
LUMO ... 0.48 eV
Kohn-Sham gap ... 10.1808 eV


No. 4
Density functional theory data (wB97M-V/def2-TZVPD) for a 2-piece molecular cluster, H3N2O2S overall in a non-equilibrium geometry.

Geometry (Å):
S: 0.59586 -1.26314 -1.87325
O: 1.92026 -0.65623 -1.48620
O: 0.31365 -0.83291 -3.19573
N: -0.63747 -0.27591 -1.00806
N: -0.04223 0.53660 -0.08990
H: -1.24320 -1.48308 -0.10628
H: -0.36689 1.56227 -0.22672
H: 0.97215 0.36974 0.15426

Summary:
HOMO energy ... -0.13159 Ha
LUMO ... 4.23 eV
Total charge ... -1
Kohn-Sham gap ... 7.8067 eV


No. 5
Density functional theory data (wB97M-V/def2-TZVPD) for one molecule with the formula CH2NO2PS2 in a non-equilibrium geometry.

Geometry (Å):
S: 3.47192 -1.14522 -0.28650
S: 0.29255 2.18025 -0.79231
P: -0.36318 0.75253 0.37224
O: 0.82391 -0.83516 -0.43512
O: 0.10700 0.41537 1.74146
N: -1.70250 -0.10530 -0.10429
C: 1.95125 -1.08448 -0.34321
H: -2.33561 -0.48946 0.63527
H: -2.24533 0.31147 -0.78755

Summary:
HOMO energy ... -0.34698 Ha
LUMO ... -0.11 eV
Kohn-Sham gap ... 9.3354 eV


No. 6
Density functional theory data (wB97M-V/def2-TZVPD) for C25H32F3NO4S as an isolated structure in a non-equilibrium geometry.

Geometry (Å):
S: -5.44476 2.18650 1.57106
F: 6.78124 -1.30650 -0.66794
F: -2.09876 -5.33150 -0.66194
F: 0.19824 -1.62750 -7.09094
O: -6.57476 1.41850 1.27106
O: 4.09424 2.44150 1.99306
O: 0.17524 0.79350 0.22906
O: -5.62876 3.59450 1.72706
N: 1.68524 2.24750 1.86506
C: 0.32424 0.94950 -4.57594
C: 3.51224 1.06850 -1.26294
C: 5.86824 0.88750 -0.86794
C: -1.40476 -2.37750 1.31306
C: -1.58676 -3.11650 0.22506
C: -4.79776 1.61650 3.16006
C: 4.71624 1.68950 -1.11494
C: 1.61124 3.61150 1.40506
C: -0.05876 0.17950 -3.42794
C: -4.14376 1.65950 0.54906
C: 0.33024 0.29350 -5.73994
C: -2.41876 -5.04050 1.62606
C: -2.04276 -4.49150 0.33106
C: -3.21176 0.91250 1.50706
C: 3.11824 1.72250 2.20106
C: 4.46624 -1.09650 -1.33194
C: 0.21524 -1.05250 -5.90194
C: -4.03376 0.60950 2.76206
C: 3.30824 -0.31250 -1.44494
C: 3.26524 0.22550 2.30506
C: -0.27476 -1.86750 -4.79594
C: -0.35076 -1.25350 -3.61794
C: 5.72824 -0.51050 -0.92794
C: -2.22376 -4.29150 2.70106
C: -1.60676 -2.99450 2.62006
H: 4.56324 -2.23650 -1.27094
H: -1.45076 -2.33250 3.34306
H: -4.23476 2.48350 3.56006
H: 0.69124 0.86250 -6.70394
H: -2.81876 0.03650 1.09206
H: 1.20724 1.69750 1.02406
H: 3.55424 -0.13450 3.23906
H: -0.78376 -1.76150 -2.79194
H: -2.19376 1.18050 1.73906
H: -3.15376 0.29850 3.44306
H: -2.66676 -6.03650 1.70106
H: 6.75024 1.43850 -0.76794
H: 1.12424 3.89850 0.40806
H: -4.41976 0.99250 -0.25294
H: 4.10424 -0.15650 1.50206
H: -5.54076 1.51250 3.90406
H: -4.62776 -0.15950 2.87706
H: -0.96076 -1.45950 1.33506
H: 2.52624 4.02650 1.05106
H: 2.34724 -0.20650 2.26606
H: -0.18476 0.67450 -2.42494
H: -0.08176 0.07050 -0.48194
H: -3.70876 2.45450 -0.07394
H: 4.76824 2.53450 -0.93694
H: 2.70324 1.75350 -1.40494
H: -1.38076 -2.50950 -0.75594
H: 1.31524 4.11850 2.39806
H: 0.47524 1.88450 -4.61094
H: -2.33276 -4.63650 3.55606
H: 1.06124 2.05850 2.49206
H: -0.35176 -2.98650 -4.81194
H: 2.20424 -0.79750 -1.57294

Summary:
HOMO energy ... -0.32104 Ha
LUMO ... -0.63 eV
Kohn-Sham gap ... 8.1018 eV


No. 7
Density functional theory data (wB97M-V/def2-TZVPD) for C26H25BN6O4Sc as an isolated structure.

Geometry (Å):
Sc: -0.34551 -2.06737 -0.36074
O: 3.59471 -2.70646 1.01428
O: 3.57600 -2.77803 -1.75437
O: -1.01408 1.12018 -1.41018
O: -0.12971 1.10317 0.69692
N: 0.15685 -2.35961 -2.53898
N: -3.94589 -1.81923 -0.40544
N: 1.71972 -2.50976 -0.36411
N: -0.63558 -6.53884 0.33308
N: 0.18020 -2.28576 1.82176
N: -0.76847 -4.43937 -0.27569
C: -0.39092 7.32651 0.30163
C: 2.39484 -2.64717 -1.56373
C: -0.18877 -2.25771 4.17449
C: -2.82041 -2.06422 -0.39598
C: -0.85218 2.42024 -0.97638
C: -0.02143 6.08471 1.11274
C: 1.10065 -2.70459 -5.11191
C: 1.45664 -2.60267 -2.76031
C: 1.96522 -2.78379 -4.03384
C: -0.63828 -2.16059 2.87278
C: 1.48841 -2.48689 2.03648
C: -0.67129 -2.26018 -3.58543
C: -0.04373 3.56570 0.98794
C: 2.01693 -2.59357 3.31069
C: -0.99994 -6.54912 -0.98955
C: 2.41124 -2.58442 0.82968
C: -0.24204 -2.43192 -4.88600
C: -0.31722 2.41057 0.29785
C: -0.86585 4.77765 -0.92489
C: -0.50539 -5.25816 0.72076
C: 1.47910 6.14707 1.43019
C: -1.07900 -5.24329 -1.35421
C: -1.13947 3.59865 -1.61931
C: -0.32474 4.78717 0.36139
C: -0.82059 6.11252 2.42293
C: 1.16387 -2.48177 4.39536
B: -0.55499 0.29923 -0.37099
H: -1.08469 5.71344 -1.41737
H: -1.55486 3.61501 -2.61756
H: -1.32847 -4.83529 -2.31835
H: 2.07041 6.12615 0.51321
H: 1.54763 -2.55865 5.40387
H: -0.88412 -2.15028 4.99428
H: -0.56078 5.27568 3.07249
H: -1.70659 -2.02663 -3.36569
H: 1.46852 -2.84207 -6.11985
H: -0.15785 8.21934 0.88336
H: 0.38021 3.51928 1.98204
H: -1.68284 -1.97076 2.65572
H: -0.21284 -4.97158 1.71709
H: -1.16093 -7.45934 -1.53797
H: 3.08132 -2.74930 3.41302
H: 1.79502 5.30986 2.05383
H: -0.61350 7.03489 2.96901
H: 3.02406 -2.96973 -4.14216
H: -1.45626 7.35402 0.06576
H: 1.71137 7.06936 1.96623
H: -0.47473 -7.34581 0.91227
H: -0.94490 -2.34364 -5.70165
H: -1.89286 6.06623 2.22415
H: 0.17314 7.38355 -0.63088
H: -4.92436 -1.60260 -0.41378

Summary:
HOMO energy ... -0.37602 Ha
LUMO ... -3.05 eV
Total charge ... +1
Kohn-Sham gap ... 7.1804 eV


No. 8
Density functional theory data (wB97M-V/def2-TZVPD) for a 4-piece molecular cluster, C2H10O5 overall in a non-equilibrium geometry.

Geometry (Å):
O: 0.04366 -2.55668 -0.62035
O: -0.20052 -0.22358 0.68065
O: -1.33125 0.84900 3.28199
O: 0.86236 0.75929 -1.03817
O: 2.02369 -1.47227 -2.00217
C: -0.02792 0.73723 -0.01326
C: -0.76360 2.05923 -0.08114
H: -0.08320 2.82533 -0.44162
H: 2.81111 -1.98181 -1.86688
H: -1.75203 1.45525 2.65969
H: 0.06452 -1.90114 0.09326
H: 1.26217 -2.00976 -1.73706
H: -1.22224 2.33117 0.85505
H: -0.65794 0.34186 2.81841
H: 1.32638 -0.08079 -1.20827
H: -0.81280 -3.03741 -0.55242
H: -1.54239 1.90508 -0.82770

Summary:
HOMO energy ... -0.40769 Ha
LUMO ... 0.55 eV
Kohn-Sham gap ... 11.6407 eV


No. 9
Density functional theory data (wB97M-V/def2-TZVPD) for a 2-piece molecular cluster, H3O4PSi overall in a non-equilibrium geometry.

Geometry (Å):
P: 0.66393 -0.75140 0.69274
Si: -1.44206 0.05588 -0.07626
O: 2.36153 1.21780 -0.84997
O: -2.74379 -0.58180 0.41480
O: 0.91498 -0.35936 2.15434
O: 1.12824 -2.09623 0.31609
H: -1.29341 1.58964 0.43703
H: -1.35638 0.10322 -1.59066
H: 1.76697 0.82225 -1.49812

Summary:
HOMO energy ... -0.01045 Ha
LUMO ... 6.83 eV
Total charge ... -2
Kohn-Sham gap ... 7.1096 eV


No. 10
Density functional theory data (wB97M-V/def2-TZVPD) for a 11-piece molecular cluster, C30H68Br6N8O8 overall in a non-equilibrium geometry.

Geometry (Å):
Br: 7.17817 6.63615 28.19637
Br: 11.34856 18.36670 22.56497
Br: 8.13225 17.83699 21.02552
Br: 12.66460 12.05424 25.68960
Br: 8.51336 10.12459 25.50576
Br: 9.32215 12.31305 28.94844
O: 4.38407 9.73314 18.85721
O: 6.71761 14.75187 27.37689
O: 4.81358 12.71389 22.90876
O: 8.81180 13.00615 19.56158
O: 9.17539 9.69475 21.47288
O: 15.67470 16.74614 24.30193
O: 4.06685 6.80165 25.41691
O: 12.11149 17.03862 18.54312
N: 11.41581 9.74427 21.73188
N: 13.44345 15.36116 17.67135
N: 6.18322 8.47001 18.68529
N: 14.21674 16.10399 22.69446
N: 8.58418 13.34031 21.85308
N: 7.56082 16.16181 25.77854
N: 4.90782 8.35052 23.93207
N: 5.12228 13.41798 20.76258
C: 7.47289 15.62092 27.04207
C: 11.59920 11.20766 21.69809
C: 8.07074 12.87959 23.13741
C: 4.65270 12.54964 21.70893
C: 4.76048 9.57107 24.73342
C: 12.58269 14.28841 18.21764
C: 12.65389 8.99373 21.44527
C: 14.66538 14.98851 17.02305
C: 9.10237 14.68745 21.79210
C: 7.55742 8.13407 18.92370
C: 13.08429 16.63538 17.92800
C: 10.45112 19.63217 21.33452
C: 8.50283 12.66052 20.70078
C: 5.01462 13.25154 19.27578
C: 10.23889 9.08536 21.74341
C: 5.56782 9.61571 18.98557
C: 14.62498 16.17131 23.98328
C: 6.69754 15.96683 24.66866
C: 8.97352 19.61698 21.59895
C: 8.73021 17.01632 25.37128
C: 10.56505 12.75435 27.44113
C: 5.51460 14.83318 21.11327
C: 5.32920 7.45753 17.97460
C: 5.69687 8.64577 22.70446
C: 15.05537 16.54466 21.54528
C: 7.23272 8.43399 27.38705
C: 13.14878 15.12944 22.45281
C: 11.69539 11.74008 27.36607
C: 7.84487 8.38403 26.03864
C: 4.59805 7.11496 24.33615
H: 13.13940 13.58060 18.83178
H: 4.16454 13.74294 18.80250
H: 9.98408 12.65525 26.52420
H: 6.22709 10.43313 19.31631
H: 5.41754 6.45482 18.39278
H: 6.01885 7.71423 22.23898
H: 10.65673 11.63452 22.04107
H: 5.84607 13.53918 18.63231
H: 10.71217 19.28556 20.33461
H: 6.21407 8.80875 27.28699
H: 7.95718 8.10939 17.90996
H: 4.85607 12.19750 19.04784
H: 12.39758 11.75305 28.19965
H: 9.84994 14.76843 22.58120
H: 7.92485 11.74482 20.89987
H: 8.50826 20.29360 20.88214
H: 13.64882 14.19676 22.19170
H: 8.74308 19.87163 22.63343
H: 10.33419 8.00026 21.90368
H: 7.15531 8.00656 25.28358
H: 4.15504 11.66067 21.29147
H: 15.37044 15.80338 16.85883
H: 9.52002 17.03151 26.12232
H: 7.78768 9.16750 27.97193
H: 8.24782 15.31608 22.04246
H: 4.28279 7.76213 17.95570
H: 5.86082 15.36173 25.01774
H: 12.16395 13.58185 17.50103
H: 8.30123 8.81061 19.34459
H: 12.52548 15.01533 23.33970
H: 13.95165 15.66549 24.69248
H: 7.45426 7.17344 19.42833
H: 15.21550 14.32115 17.68646
H: 13.90684 17.26564 17.55600
H: 10.92419 13.78177 27.50066
H: 6.39045 16.94556 24.30005
H: 11.31435 10.72190 27.44493
H: 5.09978 9.14541 21.94161
H: 14.57668 14.46726 16.06988
H: 15.62887 17.42930 21.82208
H: 5.69956 14.95312 22.18074
H: 4.15395 10.24188 24.12495
H: 4.70396 6.43625 23.47573
H: 7.17564 13.44380 23.39930
H: 12.69759 7.91599 21.60229
H: 8.72412 7.74718 25.94150
H: 13.38973 9.16529 22.23089
H: 7.88509 11.80777 23.20700
H: 4.77581 15.61506 20.93730
H: 12.29372 11.61797 22.43116
H: 13.14349 9.23240 20.50111
H: 5.77432 9.86333 25.00693
H: 8.29378 18.01218 25.29447
H: 9.22506 16.90615 24.40635
H: 14.61149 16.66198 20.55670
H: 4.22274 9.31231 25.64555
H: 5.69888 7.34574 16.95531
H: 6.37248 15.24688 20.58319
H: 7.17892 15.50588 23.80616
H: 11.85123 11.48911 20.67566
H: 10.90009 20.62080 21.43009
H: 11.72765 14.64554 18.79163
H: 9.59856 14.98924 20.86970
H: 8.84783 13.08536 23.87354
H: 15.84551 15.79462 21.58025
H: 8.24527 16.03341 27.70951
H: 12.57003 15.50835 21.61045
H: 6.56630 9.21405 23.03501

Summary:
HOMO energy ... -0.33376 Ha
LUMO ... 0.08 eV
Kohn-Sham gap ... 9.1600 eV


No. 11
Density functional theory data (wB97M-V/def2-TZVPD) for C33H36Cl2GeIrN2O4SSi as an isolated structure.

Geometry (Å):
Ir: -0.06913 0.27080 0.68084
Ge: -0.49951 -0.07930 -2.97505
Cl: -1.60347 -1.83238 2.07841
Cl: -4.45098 -1.75794 2.84107
S: 0.52689 0.58130 4.16624
Si: 2.57516 -1.30629 5.82033
O: -3.46428 3.06070 0.40301
O: -0.25693 2.39258 1.70868
O: -2.24513 1.18224 0.44516
O: 0.64590 -4.28092 -1.62164
N: 1.55551 -0.47130 1.91775
N: 0.14549 -2.02410 -1.09263
C: -0.34946 -3.62731 -5.30463
C: 1.01451 -1.82550 6.73740
C: -3.34368 0.51543 -2.48957
C: 3.18165 0.30020 6.59508
C: -2.71785 0.37360 -4.80409
C: 2.49583 -1.32281 3.98479
C: -4.02612 0.65059 -5.18315
C: 3.31284 -2.15860 1.82627
C: 1.44798 -1.72293 -4.40001
C: 1.55839 2.91795 -5.14181
C: -4.99707 0.86158 -4.21109
C: 0.57375 1.49062 -3.44813
C: -4.65261 0.80109 -2.86893
C: 1.03551 2.37356 -2.47245
C: -0.80468 -2.49956 -4.62855
C: -2.50687 2.38723 0.79300
C: 3.35544 -2.21579 3.21552
C: -1.55918 2.97069 1.86552
C: 0.39997 -3.14210 -1.38886
C: -3.25349 -1.46781 1.55261
C: -1.43538 4.47991 1.73237
C: 2.44891 -1.29759 1.19824
C: 1.90881 -2.85045 -5.07062
C: 3.86447 -2.60047 6.33724
C: 2.01344 3.78609 -4.15807
C: 1.00799 -3.80502 -5.52287
C: 1.75250 3.51223 -2.82423
C: 0.08424 -1.52560 -4.17270
C: 1.61649 -0.47981 3.29190
C: -2.36263 0.29450 -3.45492
C: -0.13159 -0.67066 -1.17480
C: 0.84300 1.77883 -4.78574
C: -2.16939 2.58742 3.21079
H: 2.10972 4.18557 -2.05445
H: -4.28774 0.70490 -6.23426
H: 3.56363 -3.60669 6.02356
H: -1.53472 2.92944 4.03185
H: 0.19996 -1.13328 6.51234
H: 0.08042 2.00288 2.58927
H: -3.49253 -2.11897 0.72221
H: 1.76200 3.12767 -6.18545
H: 3.95396 -2.79110 1.21951
H: -1.96514 0.21009 -5.57124
H: 1.18688 -1.83063 7.82296
H: 2.15878 -0.98511 -4.03939
H: 2.97141 -2.99271 -5.22818
H: -1.86698 -2.37374 -4.44827
H: -0.98687 4.90566 2.63523
H: 2.57165 4.67409 -4.43143
H: 1.36529 -4.69286 -6.03090
H: -3.15782 3.04526 3.29949
H: -2.42016 4.91385 1.56328
H: -0.79888 4.71773 0.87695
H: 4.84663 -2.39018 5.89852
H: -1.05374 -4.37494 -5.64924
H: 4.16628 0.57307 6.19840
H: 3.97375 -2.60409 7.43034
H: -6.01780 1.08181 -4.50245
H: -3.08076 0.51342 -1.43664
H: 0.50252 1.09672 -5.55937
H: 3.26082 0.21587 7.68797
H: 2.41602 -1.21111 0.11934
H: -3.27548 -0.42469 1.26278
H: -5.39650 0.99216 -2.10449
H: 4.02624 -2.90503 3.71660
H: -2.26273 1.50347 3.29638
H: 0.70034 -2.83078 6.43474
H: 0.83292 2.16165 -1.42733
H: 2.48336 1.10573 6.35367

Summary:
HOMO energy (alpha / beta) ... 0.03513 / -0.05978 Ha
LUMO (alpha / beta) ... 4.18 / 4.17 eV
Total charge ... -2
Kohn-Sham gap (alpha / beta) ... 3.2268 / 5.8002 eV
<S²> ... 8.78
Spin multiplicity ... 6


It is found that the ΔE to the lowest compared entry with this formula, charge and spin values, taken in the order of the records, are 127.3; 17.8; 58.2; 78.0; 9.9; 30.0; 0.0; 5.8; 51.2; 0.0; 38.9 kcal per mole.